[1]
This record from the OMol25 dataset describes a single C5H12FN2O2PS2 molecule in a non-equilibrium geometry. The level of theory is ωB97M-V/def2-TZVPD.

Each line ends with the Mulliken charge.
Element x y z (Å)
S  0.809  -1.119  2.436  -0.2417
S  -1.452  1.439  2.730  -0.3347
P  0.003  0.660  1.607  0.4327
F  -0.314  2.315  -1.573  -0.2220
O  1.764  2.311  -2.256  -0.5406
O  1.323  1.591  1.602  -0.5683
N  1.019  0.694  -0.886  0.1120
N  -0.067  0.409  -0.009  0.2986
C  2.263  0.086  -0.715  -0.8853
C  -1.000  -0.453  -0.679  0.2653
C  -2.403  -0.365  -0.065  -1.5972
C  0.921  1.793  -1.622  0.6415
C  -0.631  -1.973  -0.614  -1.1944
H  -2.909  0.640  -0.243  0.2661
H  -0.151  -1.216  3.247  0.1685
H  1.129  2.457  2.160  0.3501
H  2.846  0.522  0.037  0.3071
H  -2.443  -0.669  0.971  0.5140
H  0.411  -2.044  -0.237  0.1685
H  -0.782  -2.523  -1.453  0.3400
H  -0.914  -0.232  -1.796  0.3355
H  -1.258  -2.358  0.162  0.4102
H  2.827  0.152  -1.764  0.2851
H  -3.022  -1.105  -0.676  0.4192
H  2.031  -1.012  -0.366  0.2699

## Properties
HOMO-LUMO gap (eV): 9.52
SMILES string: CC(C)N(N(C)C(=O)F)[P@@](O)(=S)S
Total energy (hartree): -1695.3166
E_HOMO (eV): -9.26



[2]
This record from the OMol25 dataset describes a gas-phase ion, C5H12FN3P (charge +1) in a non-equilibrium geometry. The level of theory is ωB97M-V/def2-TZVPD.

Each line ends with the Mulliken charge.
Element x y z (Å)
P  0.517  0.223  1.299  0.6359
F  0.254  2.815  0.898  -0.2544
N  0.926  0.539  -0.682  -0.3989
N  0.979  -0.168  -2.864  -0.3213
N  -1.604  -0.633  -0.245  -0.2928
C  0.388  -0.058  -1.718  0.6083
C  -0.939  -1.039  0.892  -0.8209
C  -0.977  -0.704  -1.577  -0.7691
C  -0.414  1.833  1.526  -0.4337
C  1.713  -0.084  2.373  -0.8885
H  -0.495  -2.102  0.961  0.3755
H  1.885  0.761  -0.752  0.2802
H  0.587  -0.828  -3.431  0.2049
H  -1.513  -0.871  1.863  0.4347
H  -0.648  1.945  2.544  0.4082
H  -1.021  -1.822  -1.714  0.4000
H  -2.573  -1.069  -0.404  0.3030
H  -1.827  -0.344  -2.235  0.3516
H  -1.351  1.580  1.150  0.3274
H  1.819  0.313  -3.081  0.2256
H  2.239  0.783  2.723  0.3020
H  2.054  -1.068  2.476  0.3223

## Properties
HOMO-LUMO gap (eV): 9.41
SMILES string: C=[P@]1(CF)CNCC(=[NH2+])N1
Total energy (hartree): -802.8761
E_HOMO (eV): -12.49
Total charge: +1



[3]
This record from the OMol25 dataset describes a single C5H12FNO molecule in a non-equilibrium geometry. The level of theory is ωB97M-V/def2-TZVPD.

Each line ends with the Mulliken charge.
Element x y z (Å)
F  -3.679  -0.289  -0.596  -0.3317
O  -0.429  -0.363  0.513  -0.3754
N  1.539  -1.884  -0.212  -0.7991
C  -1.536  0.200  -0.189  -0.3617
C  1.193  1.646  -0.029  -1.4919
C  -2.726  -0.313  0.502  -0.1647
C  1.039  0.259  0.434  0.5361
C  1.821  -0.440  -0.616  -0.8564
H  0.929  2.206  0.698  0.5134
H  2.262  1.804  -0.512  0.3157
H  -1.844  1.327  -0.256  0.2459
H  2.220  -1.942  0.674  0.2662
H  0.713  -2.045  0.516  0.3383
H  -3.173  0.084  1.433  0.2572
H  -2.568  -1.448  0.617  0.1802
H  -1.713  -0.033  -1.371  0.2568
H  1.349  -0.395  -1.573  0.3655
H  1.426  0.061  1.547  0.2676
H  2.778  -0.223  -0.742  0.5426
H  0.399  1.789  -0.838  0.2953

## Properties
HOMO-LUMO gap (eV): 10.03
SMILES string: C[C@H](CN)OCCF
Total energy (hartree): -427.3867
E_HOMO (eV): -9.14



[4]
This record from the OMol25 dataset describes a molecular structure, C5H12I2O2PS2Ti. The level of theory is ωB97M-V/def2-TZVPD.

Each line ends with the Löwdin spin population.
Element x y z (Å)
I  -0.750  1.612  0.348  -0.0056
I  -0.518  0.683  3.688  -0.0043
Ti  -0.044  -0.960  1.336  0.9867
S  -1.895  -2.399  1.757  -0.0279
S  -0.111  -2.043  -0.859  -0.0159
P  -0.452  -3.298  0.646  0.0249
O  0.859  -2.861  1.565  0.0092
O  -0.412  -4.818  0.533  0.0097
C  1.251  -3.629  2.794  0.0041
C  -0.775  2.320  2.353  0.0120
C  2.077  -2.725  3.661  0.0032
C  -1.512  -5.754  0.066  0.0006
C  -2.130  -5.274  -1.210  0.0002
H  0.036  3.025  2.494  0.0007
H  -2.879  -6.008  -1.515  0.0001
H  1.489  -1.897  4.063  0.0021
H  2.444  -3.296  4.515  0.0000
H  -2.200  -5.808  0.907  -0.0001
H  -1.395  -5.195  -2.010  -0.0001
H  2.946  -2.341  3.127  0.0000
H  -2.652  -4.322  -1.086  0.0000
H  0.326  -3.954  3.273  -0.0001
H  -1.749  2.756  2.546  0.0000
H  1.803  -4.486  2.418  0.0001
H  -0.970  -6.688  -0.036  0.0003

## Properties
Multiplicity: 2
HOMO-LUMO gap (spin up / spin down) (eV): 7.61 / 8.05
Total energy (hartree): -2930.2613
E_HOMO (spin up / spin down) (eV): -16.41 / -16.47
Total charge: +2



[5]
This record from the OMol25 dataset describes a molecular structure, C5H12IrN3STe4. The level of theory is ωB97M-V/def2-TZVPD.

Each line ends with the Löwdin spin population.
Element x y z (Å)
Ir  0.329  0.354  -0.030  2.1123
Te  2.584  3.994  -0.081  0.2280
Te  0.128  2.921  -0.240  0.2903
Te  2.710  -0.079  1.198  0.5431
Te  4.115  2.128  1.135  0.4733
S  1.029  -4.284  -0.684  0.0929
N  0.229  -1.634  -0.457  0.0732
N  -2.572  0.579  -1.279  0.0135
N  -2.104  0.197  0.005  0.1107
C  -4.771  -0.472  -1.208  0.0013
C  -4.505  1.882  -0.370  0.0012
C  -4.018  0.843  -1.386  0.0039
C  0.569  -2.762  -0.557  0.0456
C  -4.219  1.375  -2.801  0.0008
H  -5.833  -0.327  -1.403  0.0001
H  -4.387  -1.223  -1.898  0.0000
H  -2.051  1.403  -1.562  0.0078
H  -5.543  2.147  -0.571  0.0001
H  -3.705  2.331  -2.934  0.0001
H  -4.471  1.508  0.656  0.0005
H  -3.825  0.668  -3.530  0.0001
H  -2.551  0.714  0.760  0.0000
H  -5.278  1.534  -3.000  0.0002
H  -2.274  -0.794  0.134  0.0002
H  -3.907  2.794  -0.431  0.0001
H  -4.677  -0.855  -0.190  0.0007

## Properties
Multiplicity: 5
HOMO-LUMO gap (spin up / spin down) (eV): 5.89 / 5.21
Total energy (hartree): -1936.5211
E_HOMO (spin up / spin down) (eV): -6.88 / -8.00



[6]
This record from the OMol25 dataset describes a gas-phase ion, C5H12N (charge +1) in a non-equilibrium geometry. The level of theory is ωB97M-V/def2-TZVPD.

Each line ends with the Mulliken charge.
Element x y z (Å)
N  0.593  1.889  0.473  -0.0767
C  -1.069  0.501  -0.345  -0.6457
C  0.008  0.621  0.265  0.5278
C  1.607  -1.123  -0.371  -0.9672
C  -2.108  -0.824  -0.603  -1.0839
C  0.852  -0.450  0.734  -0.8336
H  1.414  1.795  -0.033  0.3353
H  -2.213  -1.165  0.433  0.3920
H  -1.782  1.270  -0.523  0.3014
H  -3.011  -0.405  -0.895  0.4027
H  1.381  -0.150  1.635  0.4447
H  2.278  -0.500  -0.908  0.3622
H  0.845  -1.445  -1.017  0.3184
H  0.107  -1.255  0.930  0.2030
H  0.061  2.724  0.241  0.3636
H  1.935  -2.087  0.084  0.3139
H  -1.646  -1.401  -1.577  0.2746
H  0.747  2.002  1.478  0.3676

## Properties
HOMO-LUMO gap (eV): 10.95
SMILES string: C/C=C(/[NH3+])CC
Total energy (hartree): -252.1103
E_HOMO (eV): -14.60
Total charge: +1



[7]
This record from the OMol25 dataset describes a gas-phase ion, C5H12N (charge +1) in a non-equilibrium geometry. The level of theory is ωB97M-V/def2-TZVPD.

Each line ends with the Mulliken charge.
Element x y z (Å)
N  -1.460  -0.893  1.353  -0.3170
C  0.830  0.964  -1.204  -0.1653
C  0.695  -1.611  0.165  -1.4414
C  0.914  2.266  -1.439  -0.8232
C  0.148  0.723  0.149  -0.7804
C  -0.486  -0.663  0.154  0.0898
H  0.722  1.052  0.987  0.4899
H  1.415  -1.308  0.797  0.5374
H  0.855  0.134  -1.940  0.2721
H  -0.656  1.477  0.167  0.4273
H  0.987  2.564  -2.476  0.2636
H  -2.338  -1.443  1.107  0.3781
H  0.439  -2.660  0.640  0.3563
H  0.629  2.995  -0.767  0.3420
H  -1.212  -0.624  -0.762  0.2534
H  -0.886  -1.266  2.127  0.3911
H  -1.827  0.005  1.724  0.3661
H  1.230  -1.714  -0.782  0.3604

## Properties
HOMO-LUMO gap (eV): 9.50
SMILES string: C=CC[C@@H](C)[NH3+]
Total energy (hartree): -252.1385
E_HOMO (eV): -13.29
Total charge: +1



[8]
This record from the OMol25 dataset describes 2 unconnected molecules or ions with the total composition C5H12N in a non-equilibrium geometry. The level of theory is ωB97M-V/def2-TZVPD.

Each line ends with the Mulliken charge.
Element x y z (Å)
N  0.689  0.213  1.917  0.0451
C  1.216  -1.099  1.690  -0.8186
C  -1.092  0.223  -2.996  -0.5835
C  -0.395  -0.522  -1.910  -0.2634
C  0.919  0.996  2.870  0.0025
C  -1.253  0.688  -1.590  -0.5538
H  0.312  -1.673  1.348  0.3481
H  1.753  -1.165  0.798  0.3531
H  0.388  1.999  2.899  0.2470
H  -0.848  1.601  -1.206  0.3445
H  -1.938  -0.227  -3.371  0.2433
H  -0.683  -1.561  -1.522  0.1956
H  -2.231  0.514  -1.025  0.2112
H  1.438  -1.638  2.670  0.3123
H  -0.497  0.695  -3.739  0.2577
H  1.431  0.816  3.805  0.2845
H  0.067  0.529  1.051  0.2185
H  0.724  -0.388  -1.690  0.1560

## Properties
HOMO-LUMO gap (eV): 8.77
Total energy (hartree): -252.1020
E_HOMO (eV): -13.89
Total charge: +1



[9]
This record from the OMol25 dataset describes a single C5H12N2 molecule in a non-equilibrium geometry. The level of theory is ωB97M-V/def2-TZVPD.

Each line ends with the Mulliken charge.
Element x y z (Å)
N  1.411  -1.632  -0.050  -0.5823
N  -0.494  0.041  -0.147  -0.3309
C  -0.961  1.182  -0.960  -0.4546
C  1.239  0.427  1.821  -0.9957
C  1.142  0.084  0.523  -0.0105
C  -2.340  0.944  -1.564  -1.1477
C  1.975  -2.376  0.776  -0.3751
H  -1.146  -0.152  0.610  0.3546
H  -2.639  1.803  -2.163  0.3586
H  2.036  -3.462  0.643  0.2746
H  -3.094  0.802  -0.786  0.3238
H  -0.215  1.338  -1.741  0.3191
H  1.734  0.593  -0.224  0.3263
H  2.413  -1.979  1.722  0.3178
H  -0.359  -0.843  -0.671  0.4086
H  -0.958  2.058  -0.309  0.3776
H  0.632  -0.049  2.579  0.2731
H  -2.338  0.067  -2.213  0.3328
H  1.963  1.153  2.155  0.2299

## Properties
HOMO-LUMO gap (eV): 7.34
Total energy (hartree): -307.0647
E_HOMO (eV): -6.53



[10]
This record from the OMol25 dataset describes a single C5H12N2 molecule in a non-equilibrium geometry. The level of theory is ωB97M-V/def2-TZVPD.

Each line ends with the Mulliken charge.
Element x y z (Å)
N  -1.520  -2.243  1.614  -0.5776
N  1.009  2.045  0.393  -0.7039
C  0.202  1.105  -0.444  0.4010
C  0.909  -0.268  -0.550  -0.7957
C  -0.433  -1.454  1.155  -0.2049
C  -0.106  1.729  -1.834  -1.2537
C  0.067  -1.457  -0.069  -0.4667
H  1.095  -0.419  -1.613  0.3153
H  -0.218  -2.142  -0.851  0.2782
H  -2.395  -1.733  1.627  0.2187
H  -0.681  0.969  0.189  0.4157
H  -1.680  -3.136  1.175  0.2264
H  1.856  -0.167  -0.006  0.3318
H  0.557  2.948  0.487  0.2377
H  0.445  1.226  -2.628  0.3428
H  -0.079  -0.739  1.893  0.4224
H  1.939  2.081  0.016  0.2102
H  0.265  2.748  -1.965  0.3129
H  -1.199  1.774  -1.800  0.2894

## Properties
HOMO-LUMO gap (eV): 9.55
SMILES string: C[C@H](N)C/C=C/N
Total energy (hartree): -307.1620
E_HOMO (eV): -8.39



[11]
This record from the OMol25 dataset describes 2 unconnected molecules or ions with the total composition C5H12N2 in a non-equilibrium geometry. The level of theory is ωB97M-V/def2-TZVPD.

Each line ends with the Löwdin spin population.
Element x y z (Å)
N  0.508  -0.277  -0.136  0.7259
N  -2.437  -0.942  0.677  0.0856
C  2.717  0.748  -0.186  0.0875
C  -2.217  1.236  -0.468  0.1078
C  0.691  -1.493  -0.998  0.0906
C  1.238  0.690  0.314  0.0752
C  -1.809  -0.076  0.010  0.6567
H  -1.923  -1.793  1.081  0.0172
H  2.731  -0.182  -0.831  0.0008
H  -3.511  -0.833  0.753  0.0324
H  0.854  1.452  0.948  0.0210
H  -1.574  1.526  -1.255  0.0187
H  0.607  -1.076  -1.947  0.0034
H  0.052  -2.257  -0.563  0.0137
H  2.991  1.686  -0.771  0.0036
H  1.693  -1.836  -0.930  0.0235
H  3.273  0.459  0.656  0.0066
H  -3.067  1.102  -1.140  0.0243
H  -2.345  2.122  0.298  0.0056

## Properties
Multiplicity: 3
HOMO-LUMO gap (spin up / spin down) (eV): 9.59 / 8.07
Total energy (hartree): -306.3292
E_HOMO (spin up / spin down) (eV): -18.38 / -20.83
Total charge: +2



[12]
This record from the OMol25 dataset describes a single C5H12N2O molecule. The level of theory is ωB97M-V/def2-TZVPD.

Each line ends with the Mulliken charge.
Element x y z (Å)
O  1.791  2.138  -0.830  -0.6278
N  1.266  0.040  -0.116  -0.1746
N  3.350  0.930  0.301  -0.4250
C  0.020  -0.015  -0.851  -0.9703
C  -2.372  -0.683  -0.786  -1.5456
C  2.094  1.118  -0.239  0.5064
C  -1.087  -0.626  1.378  -1.5693
C  -1.266  0.009  -0.004  0.9816
H  3.478  0.161  0.943  0.1901
H  -1.545  1.051  0.146  0.1431
H  -1.984  -0.450  1.973  0.4238
H  -0.008  -0.896  -1.495  0.3872
H  3.912  1.748  0.467  0.2537
H  -0.226  -0.227  1.909  0.3867
H  -2.686  -0.075  -1.640  0.3577
H  -0.986  -1.719  1.315  0.3232
H  -3.268  -0.902  -0.214  0.3933
H  1.521  -0.771  0.419  0.2737
H  -2.049  -1.661  -1.147  0.3766
H  0.044  0.830  -1.528  0.3155

## Properties
HOMO-LUMO gap (eV): 10.27
SMILES string: CC(C)CNC(N)=O
Total energy (hartree): -382.4980
E_HOMO (eV): -9.50